Run 1
Computed, not measured: 2 unconnected molecules or ions with the total composition C4H6FN, with wB97M-V/def2-TZVPD.

The geometry in ORCA input format:
```
! wB97M-V def2-TZVPD RIJCOSX def2/J DEFGRID3
* xyz 0 1
C 0.870 -1.033 -0.740
H -0.608 2.247 1.146
C -1.462 -0.580 1.437
H 0.197 -0.941 0.145
F 0.504 -0.003 -1.647
H -1.192 1.692 -0.452
C 1.953 -1.774 -0.750
C -1.403 1.834 0.539
N -1.424 0.513 1.094
H 2.240 -2.291 0.065
H -2.401 2.155 0.693
H 2.727 -1.818 -1.531
*
```

- Lowest unoccupied orbital energy: 0.033 Ha
- Orbital gap: 11.12 eV

List of Löwdin charges in e, atom by atom: C -0.1665; H 0.1016; C 0.0034; H 0.0337; F -0.0640; H 0.0508; C 0.0295; C -0.0426; N -0.1228; H 0.0159; H 0.0845; H 0.0766


Run 2
Computed, not measured: 2 unconnected molecules or ions with the total composition C4H6FN, with wB97M-V/def2-TZVPD.

The geometry in ORCA input format:
```
! wB97M-V def2-TZVPD RIJCOSX def2/J DEFGRID3
* xyz 0 1
C 0.582 2.515 -1.324
N 1.363 2.409 -2.153
C -0.375 -0.890 1.881
H -0.515 -1.147 -1.502
H 0.924 -0.355 -0.920
H 0.676 -2.103 -0.564
C 0.178 -1.095 -0.648
C -0.473 -0.579 0.613
H -0.911 -0.279 2.631
F -1.316 0.504 0.372
H -0.207 2.757 -0.586
H 0.075 -1.739 2.200
*
```

- Lowest unoccupied orbital energy: 0.035 Ha
- Orbital gap: 10.89 eV

List of Löwdin charges in e, atom by atom: C -0.1038; N 0.0511; C 0.0667; H 0.0848; H 0.0547; H 0.1026; C -0.0323; C -0.3785; H 0.0877; F -0.0337; H 0.0739; H 0.0267


Which structure loses on stability? run 1 does.


Run 1
Computed, not measured: 2 unconnected molecules or ions with the total composition C5H8O, with wB97M-V/def2-TZVPD.

The geometry in ORCA input format:
```
! wB97M-V def2-TZVPD RIJCOSX def2/J DEFGRID3
* xyz 0 3
C 0.330 1.159 -1.784
C -0.805 0.905 1.422
O -1.504 -0.383 -0.324
H -0.442 1.132 2.390
H 0.986 -1.141 1.799
H 0.094 -2.355 0.752
C 1.358 0.657 -2.052
H -0.589 1.674 -1.708
C -0.579 -0.175 0.691
H 1.255 -1.100 0.045
H 2.146 0.023 -2.332
H -1.725 1.443 1.402
H -0.975 -0.600 -1.122
C 0.450 -1.239 0.820
*
```

- Lowest unoccupied orbital energy (alpha / beta): 0.037 / -0.061 Ha
- ⟨S²⟩: 2.005
- Orbital gap (alpha / beta): 5.82 / 9.27 eV

List of Löwdin charges in e, atom by atom: C -0.0085; C 0.0498; O -0.0151; H 0.0492; H 0.0820; H 0.1090; C 0.0224; H 0.0488; C -0.4939; H 0.0595; H 0.0254; H 0.0553; H 0.0821; C -0.0660


Run 2
Computed, not measured: 2 unconnected molecules or ions with the total composition C5H8O, with wB97M-V/def2-TZVPD.

The geometry in ORCA input format:
```
! wB97M-V def2-TZVPD RIJCOSX def2/J DEFGRID3
* xyz 0 3
H 2.439 1.870 1.071
C 3.014 0.247 -0.180
H -0.253 0.345 0.475
O -2.257 0.341 0.760
H -2.916 0.830 0.182
C -0.857 -1.554 -0.389
H -1.691 -2.256 -0.521
C 2.767 0.830 0.972
C -1.178 -0.325 -1.326
H -2.037 -0.579 -1.855
C -1.110 -0.128 0.117
H 3.000 0.403 1.881
H -0.289 0.143 -1.821
H 0.178 -1.877 -0.121
*
```

- Lowest unoccupied orbital energy (alpha / beta): 0.039 / -0.096 Ha
- ⟨S²⟩: 2.042
- Orbital gap (alpha / beta): 9.86 / 6.91 eV

List of Löwdin charges in e, atom by atom: H 0.0433; C 0.1708; H 0.0985; O -0.0455; H 0.1250; C -0.0593; H 0.0974; C -0.1915; C -0.1055; H 0.0771; C -0.4156; H 0.0003; H 0.1083; H 0.0969


Which structure loses on stability? run 2 does.


Run 1
Computed, not measured: 2 unconnected molecules or ions with the total composition C3H13N3, with wB97M-V/def2-TZVPD.

The geometry in ORCA input format:
```
! wB97M-V def2-TZVPD RIJCOSX def2/J DEFGRID3
* xyz 0 1
C -1.332 0.968 2.609
N -1.104 0.629 1.109
H 1.627 -0.959 0.198
C 1.419 -1.006 -1.848
H 0.921 -2.611 -2.985
H -0.526 1.553 -0.644
N 2.330 -1.085 -0.641
H -1.991 0.119 0.850
H -0.297 2.530 0.920
C -0.912 1.848 0.321
H -2.292 1.580 2.677
H 1.986 -0.845 -2.774
H 0.764 -0.120 -1.703
H -1.530 0.094 3.268
H -1.992 2.146 0.429
N 0.702 -2.327 -2.031
H 2.761 -2.028 -0.589
H -0.219 -2.040 -2.049
H -0.318 1.553 2.886
*
```

- Lowest unoccupied orbital energy: 0.035 Ha
- Orbital gap: 9.69 eV

List of Löwdin charges in e, atom by atom: C -0.1372; N -0.2487; H 0.0893; C -0.3317; H 0.0542; H 0.0498; N -0.0534; H 0.1005; H 0.0713; C -0.1504; H 0.0700; H 0.0893; H 0.0846; H 0.0598; H 0.0856; N -0.0044; H 0.0534; H 0.0064; H 0.1115


Run 2
Computed, not measured: 2 unconnected molecules or ions with the total composition C3H13N3, with wB97M-V/def2-TZVPD.

The geometry in ORCA input format:
```
! wB97M-V def2-TZVPD RIJCOSX def2/J DEFGRID3
* xyz 0 1
H -1.674 -1.953 0.266
H 0.884 0.533 -0.605
H -3.458 -0.250 0.273
H -2.882 2.074 -0.144
N -1.512 -1.046 -0.133
H -1.584 -1.144 -1.099
H 3.082 1.220 -0.734
N 2.954 0.218 -0.786
H -2.186 0.190 1.394
C 1.653 -0.160 -0.254
H 0.722 -0.935 1.360
H -2.268 1.110 -1.496
H 1.414 -1.076 -0.763
C -2.169 1.303 -0.425
H 1.703 0.395 1.724
N 1.576 -0.435 1.167
H -1.158 1.688 -0.285
H 3.694 -0.238 -0.267
C -2.393 0.010 0.335
*
```

- Lowest unoccupied orbital energy: 0.037 Ha
- Orbital gap: 9.74 eV

List of Löwdin charges in e, atom by atom: H 0.0705; H 0.0807; H 0.0979; H 0.0696; N -0.0009; H 0.0430; H 0.0497; N -0.0061; H 0.1014; C -0.4131; H 0.0378; H 0.0712; H 0.0852; C -0.1100; H 0.0553; N -0.0018; H 0.0575; H 0.0592; C -0.3471


Which structure loses on stability? run 1 does.


Run 1
Computed, not measured: 2 unconnected molecules or ions with the total composition C3H13N3, with wB97M-V/def2-TZVPD.

The geometry in ORCA input format:
```
! wB97M-V def2-TZVPD RIJCOSX def2/J DEFGRID3
* xyz 0 1
H -0.719 0.965 -0.689
H -1.947 -1.619 -3.351
H -0.189 -0.045 -2.604
H 1.528 0.572 0.143
C 1.281 -0.580 1.882
H 0.332 -0.945 1.484
H -2.788 -1.266 -2.060
N 0.482 1.796 1.443
N -2.089 -0.877 -2.685
H -0.180 1.487 2.150
H -1.890 0.067 -0.302
C 1.507 0.775 1.213
H 2.494 1.143 1.503
H -0.249 -1.576 -1.797
N -0.965 -0.012 -0.689
H 2.066 -1.269 1.571
H 1.275 -0.603 2.970
H 0.896 2.655 1.800
C -0.846 -0.667 -1.980
*
```

- Lowest unoccupied orbital energy: 0.042 Ha
- Orbital gap: 10.05 eV

List of Löwdin charges in e, atom by atom: H 0.0466; H 0.0571; H 0.1078; H 0.0759; C -0.1188; H 0.0499; H 0.0593; N -0.0250; N -0.0090; H 0.0609; H 0.0624; C -0.3601; H 0.0972; H 0.0974; N 0.0000; H 0.0663; H 0.0633; H 0.0601; C -0.3911


Run 2
Computed, not measured: 2 unconnected molecules or ions with the total composition C3H13N3, with wB97M-V/def2-TZVPD.

The geometry in ORCA input format:
```
! wB97M-V def2-TZVPD RIJCOSX def2/J DEFGRID3
* xyz 0 1
H -1.064 -0.587 0.981
H 0.626 -0.388 -1.657
H -0.414 -0.536 3.158
H -1.386 -2.121 0.439
N -1.751 -1.353 0.988
H -0.681 -1.873 4.086
H 2.215 1.341 -3.251
H -1.972 -2.849 2.409
C -1.878 -1.701 2.405
H -2.761 -1.194 2.768
H 2.420 0.638 -1.713
H 2.166 3.021 -1.303
H 0.477 -0.137 -3.376
H 0.534 3.034 -2.125
N -0.619 -1.531 3.134
H 0.662 2.312 -0.627
C 1.253 2.465 -1.560
C 1.679 1.193 -2.315
N 0.495 0.267 -2.441
*
```

- Lowest unoccupied orbital energy: 0.035 Ha
- Orbital gap: 10.15 eV

List of Löwdin charges in e, atom by atom: H 0.0558; H 0.0596; H 0.0557; H 0.0528; N -0.0227; H 0.0572; H 0.0951; H 0.1265; C -0.3877; H 0.0881; H 0.0907; H 0.0648; H 0.0531; H 0.0538; N -0.0261; H 0.0709; C -0.1247; C -0.3285; N -0.0343


Which structure loses on stability? run 2 does.


Run 1
Computed, not measured: C3H8Si in the gas phase, with wB97M-V/def2-TZVPD.

The geometry in ORCA input format:
```
! wB97M-V def2-TZVPD RIJCOSX def2/J DEFGRID3
* xyz 0 1
H -1.810 -0.003 1.537
C -1.527 0.001 0.492
H 1.411 1.236 -1.127
H -2.032 0.440 -1.500
H 0.929 -1.605 1.195
C -2.322 0.444 -0.460
Si 0.537 -0.801 0.032
H -3.311 0.833 -0.258
H 2.717 0.365 -0.332
H 1.633 1.370 0.610
C 1.684 0.681 -0.230
H 0.416 -1.610 -1.184
*
```

- Lowest unoccupied orbital energy: 0.040 Ha
- Orbital gap: 10.82 eV

List of Löwdin charges in e, atom by atom: H 0.0129; C -0.2324; H 0.0189; H 0.0326; H -0.0822; C -0.1422; Si 0.6957; H 0.0389; H 0.0093; H 0.0175; C -0.2938; H -0.0752


Run 2
Computed, not measured: 2 unconnected molecules or ions with the total composition C3H8Si, with wB97M-V/def2-TZVPD.

The geometry in ORCA input format:
```
! wB97M-V def2-TZVPD RIJCOSX def2/J DEFGRID3
* xyz 0 1
H -2.176 -1.306 -1.849
H -2.282 1.885 1.365
H -2.156 0.261 2.198
H 2.845 -0.760 -0.504
C 2.429 0.268 -0.427
Si -1.383 -1.192 -0.613
H 3.064 0.903 0.169
H 2.378 0.729 -1.468
H 1.485 0.242 0.015
H -0.371 -2.237 -0.400
C -1.681 0.360 0.195
C -2.151 0.846 1.317
*
```

- Lowest unoccupied orbital energy (alpha / beta): -0.015 / -0.014 Ha
- Orbital gap (alpha / beta): 7.49 / 7.49 eV

List of Löwdin charges in e, atom by atom: H -0.1088; H 0.0204; H 0.0358; H 0.0294; C -0.0515; Si 0.7019; H 0.0070; H 0.0479; H -0.0512; H -0.1162; C -0.3600; C -0.1546


Which structure loses on stability? run 2 does.


Run 1
Computed, not measured: 14 unconnected molecules or ions with the total composition H27O14, with wB97M-V/def2-TZVPD.

The geometry in ORCA input format:
```
! wB97M-V def2-TZVPD RIJCOSX def2/J DEFGRID3
* xyz -1 1
O -3.218 2.239 -1.540
H 1.918 -0.647 -3.354
H -2.275 -0.474 -3.515
O 2.043 -0.969 -4.169
H -0.673 -0.178 1.214
H 1.148 0.304 1.270
O 4.618 -1.611 0.580
O -1.713 -0.961 -2.857
O 2.002 -3.122 -2.879
O -1.208 0.572 0.496
H 3.849 -1.859 1.142
H 1.163 1.475 -0.306
H -2.233 3.784 -2.225
H -1.064 -0.467 3.250
H 4.810 -0.561 0.768
H 3.015 -0.048 3.478
O -1.587 4.438 -1.841
O 2.286 -2.157 2.109
H -3.198 2.171 2.474
O 0.802 -0.552 1.225
H 2.887 -1.716 3.878
H -0.142 -1.161 2.261
H -1.253 0.021 -0.366
O -0.932 -1.337 2.825
H -3.116 1.845 -0.611
H -5.139 -0.218 1.065
H -1.601 -2.008 -3.040
H 1.918 -1.504 1.653
H 0.562 1.181 -1.602
O -2.862 2.557 1.641
H -2.270 1.870 -1.767
O -4.273 0.223 1.361
H 1.276 -1.708 -4.105
H 1.488 -2.592 2.050
H -0.863 4.011 -1.333
H -3.675 -0.513 1.331
H 2.763 -2.538 -2.848
H 1.420 -2.963 -2.137
H -2.773 1.890 1.007
O 3.287 -0.825 4.227
O 1.010 1.831 -1.132
*
```

- Lowest unoccupied orbital energy: 0.072 Ha
- Orbital gap: 8.26 eV

List of Löwdin charges in e, atom by atom: O -0.1230; H -0.0650; H 0.0518; O -0.0771; H 0.0896; H -0.0356; O -0.1570; O -0.1396; O -0.0661; O -0.2335; H -0.0211; H -0.0321; H 0.0178; H 0.0472; H 0.1166; H 0.1225; O -0.1130; O -0.0390; H 0.0423; O -0.3074; H 0.0486; H -0.0614; H 0.0421; O -0.1205; H 0.0340; H 0.0878; H 0.1179; H -0.1277; H -0.0145; O -0.0665; H 0.0800; O -0.0714; H 0.1104; H 0.0246; H 0.0338; H 0.0168; H 0.0435; H 0.0415; H -0.0897; O -0.2167; O 0.0091


Run 2
Computed, not measured: 14 unconnected molecules or ions with the total composition H27O14, with wB97M-V/def2-TZVPD.

The geometry in ORCA input format:
```
! wB97M-V def2-TZVPD RIJCOSX def2/J DEFGRID3
* xyz -1 1
H 4.978 -0.238 0.076
O -0.198 -0.753 -0.468
H -0.581 0.334 -2.547
H 2.803 0.947 -2.687
H -3.675 -2.080 0.985
H 0.454 1.230 -1.779
H 4.248 1.891 1.053
H 0.182 -1.616 -0.185
O -4.102 -2.154 -2.081
H -4.273 -1.216 -2.263
O -3.035 -0.206 0.982
O 4.564 -1.002 -0.371
H -0.756 0.850 3.555
O -3.757 -2.945 0.551
O 0.063 1.027 -2.624
O 4.615 1.543 0.245
H 2.029 2.952 -0.215
H -4.362 1.033 -1.496
H -0.208 2.393 1.497
H -1.597 1.524 4.717
H 0.137 1.114 0.725
H -0.699 -0.781 2.399
O 2.280 2.189 -0.739
H 1.920 -0.186 -2.505
O -0.697 1.325 4.455
O -0.879 0.145 2.175
H 4.011 1.829 -0.480
O -3.626 0.418 -1.467
O 2.864 -0.016 -2.657
H 4.065 -0.608 -1.118
H -3.212 -2.228 -1.755
O 2.361 -2.378 0.510
H -2.101 -0.063 1.485
H -0.884 -0.645 0.227
H -3.691 -2.685 -0.381
H -3.690 0.412 1.304
H 3.081 -2.007 -0.058
H -3.340 0.147 -0.537
O 0.117 2.088 0.651
H 2.686 -2.980 1.183
H 1.907 1.400 -0.359
*
```

- Lowest unoccupied orbital energy: 0.101 Ha
- Orbital gap: 9.44 eV

List of Löwdin charges in e, atom by atom: H 0.0215; O -0.0701; H 0.0198; H 0.0321; H -0.0031; H -0.0226; H 0.0449; H 0.0504; O -0.0673; H 0.0231; O -0.1404; O -0.1027; H -0.0397; O -0.0918; O -0.0486; O -0.0792; H 0.0665; H 0.0344; H 0.0377; H -0.0059; H 0.0084; H 0.0163; O -0.0604; H 0.0278; O -0.1503; O -0.3322; H 0.0256; O -0.1044; O -0.0547; H 0.0107; H 0.0176; O -0.0824; H -0.0067; H 0.0141; H -0.0332; H 0.0526; H 0.0070; H 0.0001; O -0.0745; H 0.0269; H 0.0330


Which structure loses on stability? run 1 does.


Run 1
Computed, not measured: a gas-phase ion, C5H8N (charge +1), with wB97M-V/def2-TZVPD.

The geometry in ORCA input format:
```
! wB97M-V def2-TZVPD RIJCOSX def2/J DEFGRID3
* xyz 1 3
C 0.384 -0.184 0.027
C -0.030 1.288 -0.362
C -0.515 -1.258 -0.426
H -1.562 -0.912 -0.651
H 0.512 2.873 1.071
H 1.404 -0.337 0.228
H -1.095 -3.243 -0.990
C -0.216 0.939 0.996
H -0.650 1.522 -1.197
N 0.815 2.021 0.603
C -0.295 -2.545 -0.745
H 0.634 -3.011 -0.860
H -1.137 1.241 1.653
H 1.751 1.607 0.652
*
```

- Lowest unoccupied orbital energy (alpha / beta): -0.121 / -0.240 Ha
- ⟨S²⟩: 2.010
- Orbital gap (alpha / beta): 6.53 / 9.74 eV

List of Löwdin charges in e, atom by atom: C -0.0884; C -0.1214; C -0.0975; H 0.1481; H 0.1849; H 0.1232; H 0.0865; C -0.0616; H 0.1601; N 0.1855; C 0.0478; H 0.0589; H 0.1998; H 0.1742


Run 2
Computed, not measured: a gas-phase ion, C5H8N (charge +1), with wB97M-V/def2-TZVPD.

The geometry in ORCA input format:
```
! wB97M-V def2-TZVPD RIJCOSX def2/J DEFGRID3
* xyz 1 3
H 0.650 -2.023 0.536
C -1.110 -0.004 -0.791
N 0.593 -0.188 -0.735
H 0.529 1.904 -0.637
H 2.036 1.280 0.244
C 1.020 -1.042 0.265
H -1.778 0.742 1.254
C 1.089 1.137 -0.088
H 2.056 -1.043 0.225
H -1.361 -0.989 0.984
H -1.482 0.903 -1.302
H -1.321 -0.924 -1.362
C -1.202 0.032 0.666
C 0.280 0.213 0.742
*
```

- Lowest unoccupied orbital energy (alpha / beta): -0.126 / -0.315 Ha
- ⟨S²⟩: 2.004
- Orbital gap (alpha / beta): 7.17 / 8.45 eV

List of Löwdin charges in e, atom by atom: H 0.1573; C 0.0429; N 0.0570; H 0.1454; H 0.1115; C 0.0003; H 0.1461; C 0.0851; H 0.1317; H 0.1292; H 0.1472; H 0.1447; C -0.0744; C -0.2241


Run 3
Computed, not measured: a gas-phase ion, C5H8N (charge +1), with wB97M-V/def2-TZVPD.

The geometry in ORCA input format:
```
! wB97M-V def2-TZVPD RIJCOSX def2/J DEFGRID3
* xyz 1 3
H -2.031 0.507 0.344
H 1.825 -0.707 -0.325
H -1.718 -1.353 0.264
C -1.269 -0.370 0.212
H 0.957 2.148 1.085
H -0.609 -0.245 -1.955
C -0.271 -0.106 -0.980
H 0.529 1.785 -1.298
C 0.071 -0.365 1.057
C 0.787 -1.011 -0.218
C 0.476 1.199 0.729
N 0.099 1.316 -0.563
H 0.865 -2.052 -0.493
H 0.289 -0.746 2.141
*
```

- Lowest unoccupied orbital energy (alpha / beta): -0.110 / -0.345 Ha
- ⟨S²⟩: 2.008
- Orbital gap (alpha / beta): 9.76 / 7.13 eV

List of Löwdin charges in e, atom by atom: H 0.1617; H 0.1149; H 0.1337; C -0.0404; H 0.1480; H 0.1328; C -0.1278; H 0.1525; C -0.1311; C -0.0261; C -0.0018; N 0.1729; H 0.1333; H 0.1774


Run 4
Computed, not measured: 2 unconnected molecules or ions with the total composition C5H8N, with wB97M-V/def2-TZVPD.

The geometry in ORCA input format:
```
! wB97M-V def2-TZVPD RIJCOSX def2/J DEFGRID3
* xyz 1 3
H -1.537 -0.303 1.683
H 3.346 1.376 1.090
C -2.218 -0.540 0.910
H -0.282 -1.007 -1.140
H -0.461 0.845 -1.663
C 3.003 -0.205 -0.500
H -3.112 0.014 1.114
H -2.271 1.057 -0.330
H -2.424 -1.635 0.857
C 1.707 0.249 -0.232
H 3.827 -0.794 -1.046
C -0.719 0.028 -1.009
N -1.675 0.168 -0.193
C 2.817 0.746 0.460
*
```

- Lowest unoccupied orbital energy (alpha / beta): -0.167 / -0.292 Ha
- ⟨S²⟩: 2.009
- Orbital gap (alpha / beta): 4.69 / 6.32 eV

List of Löwdin charges in e, atom by atom: H 0.0796; H 0.1112; C -0.0557; H 0.0950; H 0.0606; C 0.1085; H 0.0894; H 0.1921; H 0.1198; C 0.2104; H 0.1771; C -0.1755; N -0.1337; C 0.1211


Which structure loses on stability? run 2 does.